This record from the Open Molecules 2025 dataset describes a cluster of 2 separate species, CF2O3S in total. The level of theory is the ωB97M-V functional and the def2-TZVPD basis.

The energy above the lowest of the compared OMol25 structures with the same formula, charge and spin is 2.271 eV. Its LUMO energy is 0.318 eV. Its multiplicity is 1. The frontier orbital gap comes out at 13.42 eV.

CARTESIAN COORDINATES (ANGSTROEM)
C1 0.7123 2.0602 0.1239
O1 0.0061 1.5123 0.8599
O2 -1.5031 -0.1098 -0.4442
O3 0.1846 -0.8544 1.2774
F1 1.0460 0.0184 -0.8446
F2 -0.1994 -1.9846 -0.8973
S1 -0.2466 -0.6420 -0.0752

---

This record from the Open Molecules 2025 dataset describes an isolated molecule of CF3IOS. The level of theory is the ωB97M-V functional and the def2-TZVPD basis.

The energy above the lowest of the compared OMol25 structures with the same formula, charge and spin is 0.921 eV. Its LUMO energy is -1.212 eV. Its multiplicity is 1. The frontier orbital gap comes out at 9.11 eV.

CARTESIAN COORDINATES (ANGSTROEM)
C1 -0.1262 0.4696 0.0323
O1 0.8125 -2.2561 -0.0223
F1 -0.0067 0.9270 -1.2031
F2 0.1710 1.5077 0.7346
F3 -1.4407 0.1306 0.1246
S1 0.9849 -0.8635 0.7762
I1 2.9395 0.0854 -0.0522

---

This record from the Open Molecules 2025 dataset describes a structure of composition CF3OSSn. The level of theory is the ωB97M-V functional and the def2-TZVPD basis.

Its net charge is +1. Its LUMO energy (spin up / spin down) is -7.185 / -7.183 eV. Its multiplicity is 1. The frontier orbital gap (spin up / spin down) comes out at 7.97 / 7.97 eV.

CARTESIAN COORDINATES (ANGSTROEM)
Sn1 -1.3829 -1.6154 -0.1555
S1 0.8075 0.1631 -1.3313
O1 -0.4200 -0.8046 -1.4998
C1 0.5603 0.7611 0.2509
F1 1.5397 1.3500 0.8395
F2 -0.5193 -1.1438 1.3840
F3 -0.5854 1.2896 0.5122

---

This record from the Open Molecules 2025 dataset describes an isolated molecule of CF4N2. The level of theory is the ωB97M-V functional and the def2-TZVPD basis.

The energy above the lowest of the compared OMol25 structures with the same formula, charge and spin is 0.616 eV. As for the SMILES: FN1N(F)C1(F)F. Its LUMO energy is 0.842 eV. Its multiplicity is 1. The frontier orbital gap comes out at 11.86 eV.

CARTESIAN COORDINATES (ANGSTROEM)
C1 -0.2295 -0.2224 -0.6088
N1 -0.2839 -0.3869 0.8559
N2 0.6332 0.7541 0.4038
F1 -1.1235 0.5082 -1.2618
F2 0.5535 -1.0578 -1.2777
F3 -1.4063 0.1527 1.3527
F4 1.8564 0.2519 0.5361

---

This record from the Open Molecules 2025 dataset describes a structure of composition CF5LiMnO3P. The level of theory is the ωB97M-V functional and the def2-TZVPD basis.

Its net charge is +1. As for the expectation value of S²: 8.754. Its LUMO energy (spin up / spin down) is -5.061 / -5.225 eV. Its multiplicity is 6. The frontier orbital gap (spin up / spin down) comes out at 9.71 / 11.19 eV.

CARTESIAN COORDINATES (ANGSTROEM)
P1 -1.0895 -0.4985 0.9094
F1 -1.6808 0.5676 1.9040
F2 1.5483 -2.1205 0.2243
F3 -2.5401 -0.9754 0.4485
F4 -0.9212 -1.8187 1.7523
F5 0.4499 -0.0429 1.4866
O1 -0.8771 0.2167 -0.5153
O2 -0.1932 1.5349 -2.1492
C1 0.1400 0.8736 -1.1793
O3 1.3395 0.7059 -0.8157
Li1 1.6926 1.9864 -2.5701
Mn1 2.1315 -0.4291 0.5045

---

This record from the Open Molecules 2025 dataset describes an isolated molecule of CFNO2. The level of theory is the ωB97M-V functional and the def2-TZVPD basis.

The energy above the lowest of the compared OMol25 structures with the same formula, charge and spin is 0.236 eV. As for the SMILES: O=NC(=O)F. Its LUMO energy is -0.808 eV. Its multiplicity is 1. The frontier orbital gap comes out at 8.62 eV.

CARTESIAN COORDINATES (ANGSTROEM)
C1 0.0199 -0.5968 -0.2248
N1 -0.2713 0.8754 0.8167
O1 0.4072 -0.4483 -1.2992
O2 0.1055 1.7842 0.2014
F1 -0.2613 -1.6145 0.5059

---

This record from the Open Molecules 2025 dataset describes a structure of composition CH10BrN2Tc. The level of theory is the ωB97M-V functional and the def2-TZVPD basis.

The energy above the lowest of the compared OMol25 structures with the same formula, charge and spin is 0.000 eV. Its net charge is +1. As for the expectation value of S²: 3.764. Its LUMO energy (spin up / spin down) is -3.843 / -4.627 eV. Its multiplicity is 4. The frontier orbital gap (spin up / spin down) comes out at 8.92 / 7.35 eV.

CARTESIAN COORDINATES (ANGSTROEM)
C1 -0.0699 -1.9724 -1.0583
Tc1 0.0293 0.1416 0.5181
N1 -0.0315 2.1975 0.8444
N2 2.1107 0.1963 -0.0622
H1 -0.1272 2.3968 1.8559
H2 -0.1427 -0.8966 -1.2971
H3 -1.0581 -2.3802 -1.2933
H4 0.1582 -2.2092 0.0025
H5 0.7347 -2.3529 -1.6901
H6 2.7096 0.4219 0.7412
H7 2.3391 0.9092 -0.7631
H8 2.5188 -0.6614 -0.4447
H9 0.7853 2.7332 0.5367
H10 -0.8382 2.6412 0.4138
Br1 -2.3592 -0.0610 0.7413

---

This record from the Open Molecules 2025 dataset describes a cluster of 3 separate species, CH10N2O2 in total. The level of theory is the ωB97M-V functional and the def2-TZVPD basis.

The energy above the lowest of the compared OMol25 structures with the same formula, charge and spin is 0.389 eV. Its net charge is -1. As for the expectation value of S²: 0.750. Its LUMO energy (spin up / spin down) is 4.031 / 3.933 eV. Its multiplicity is 2. The frontier orbital gap (spin up / spin down) comes out at 3.07 / 9.56 eV.

CARTESIAN COORDINATES (ANGSTROEM)
N1 0.9898 1.5915 -0.0748
C1 1.4065 0.6014 -1.0419
N2 1.4448 -0.8014 -0.6039
H1 0.0572 1.3601 0.2547
H2 1.6110 1.5850 0.7240
H3 0.7008 0.5975 -1.8661
H4 2.3878 0.8344 -1.4417
H5 0.6774 -0.9807 0.0459
H6 2.2257 -1.0064 0.0211
H7 -2.6984 -0.8933 -1.2473
H8 -2.7867 0.5961 -1.0442
O1 -2.7674 -0.2352 -0.5367
H9 -1.0438 -1.8240 2.0213
H10 -1.4864 -0.5046 2.6040
O2 -0.7182 -0.9203 2.1856

---

This record from the Open Molecules 2025 dataset describes a cluster of 3 separate species, CH10N2O2 in total. The level of theory is the ωB97M-V functional and the def2-TZVPD basis.

The energy above the lowest of the compared OMol25 structures with the same formula, charge and spin is 0.318 eV. As for the SMILES: NCN.O.O. Its LUMO energy is 0.789 eV. Its multiplicity is 1. The frontier orbital gap comes out at 10.30 eV.

CARTESIAN COORDINATES (ANGSTROEM)
N1 -1.3326 -2.3993 1.5464
C1 -0.5438 -1.2468 1.2825
N2 0.2277 -1.2998 0.0281
H1 -0.9542 -3.1060 2.1538
H2 -2.3474 -2.3646 1.5851
H3 0.1504 -1.0635 2.1141
H4 -1.1234 -0.3313 1.2047
H5 -0.4768 -1.5348 -0.6791
H6 0.7657 -2.1578 0.0540
H7 1.4905 1.5773 1.2316
H8 1.3813 0.3102 0.3674
O1 1.8766 1.1490 0.4623
H9 0.5842 4.4558 -4.4535
H10 0.1654 3.5443 -3.3062
O2 0.1363 4.4674 -3.5912

---

This record from the Open Molecules 2025 dataset describes a cluster of 2 separate species, CH10N3 in total. The level of theory is the ωB97M-V functional and the def2-TZVPD basis.

The energy above the lowest of the compared OMol25 structures with the same formula, charge and spin is 0.437 eV. Its net charge is +1. Its LUMO energy is -3.386 eV. Its multiplicity is 1. The frontier orbital gap comes out at 10.67 eV.

CARTESIAN COORDINATES (ANGSTROEM)
N1 0.9632 -0.4248 1.7740
H1 0.9974 -1.1948 1.1129
H2 0.6474 0.4546 1.2468
H3 1.9476 -0.2131 1.9858
H4 0.6389 -0.7532 2.6794
N2 -0.8296 -0.9978 -0.5681
C1 -0.7107 0.3377 -1.1403
N3 0.3531 1.1563 -0.4316
H5 -1.7890 -1.2270 -0.3361
H6 -0.5336 -1.7474 -1.1692
H7 -1.6656 0.7990 -0.8997
H8 -0.4672 0.3214 -2.2001
H9 1.2161 0.9223 -0.9032
H10 0.0831 2.1077 -0.6441